# 1
Computed, not measured: a 3-piece molecular cluster, C4H10O3 overall, with ωB97M-V with the def2-TZVPD basis set.

Atoms and positions in Å:
1 C 3.55266 1.78866 -2.64085
2 C 2.51920 1.69439 -1.73039
3 O 1.49191 2.53540 -1.83010
4 C 2.33995 0.59206 -0.82212
5 C 1.29759 -0.25327 -1.04373
6 H 3.16453 1.90562 -3.65304
7 H 4.60617 1.76852 -2.40967
8 H 1.72041 3.47383 -1.72177
9 H 3.05047 0.27350 -0.06662
10 H 0.36967 0.04888 -1.51552
11 H 1.31671 -1.22366 -0.56758
12 H -6.58907 -0.90246 1.04062
13 H -5.20452 -0.48684 0.55488
14 O -5.68834 -1.23604 0.90548
15 H -3.28620 -3.56291 5.53337
16 H -2.27229 -2.79506 4.75260
17 O -2.38885 -3.62062 5.21444

As for the multiplicity: 2. The HOMO energy (alpha / beta) comes out at -13.0 / -13.0 eV. As for the total charge: +1.

# 2
Computed, not measured: C14H20BN3Tc as an isolated structure, with ωB97M-V with the def2-TZVPD basis set.

Atoms and positions in Å:
1 C -1.56142 0.41574 1.16160
2 C 0.49512 1.17754 1.50803
3 H -2.05835 1.15019 0.50311
4 H -1.60359 0.84533 2.18372
5 H -2.24690 -0.44625 1.18101
6 H 1.55411 1.37994 1.34423
7 H 0.49727 3.28261 0.90727
8 H 0.41389 0.85878 2.55543
9 C -1.97340 -1.59089 -1.87853
10 C -2.41970 -2.36990 -2.93605
11 C -1.50190 -2.93285 -3.82649
12 C -0.14846 -2.69756 -3.64202
13 H -2.63334 -1.12116 -1.14496
14 H -3.48826 -2.52221 -3.03777
15 H -1.84308 -3.54768 -4.65316
16 H 0.62761 -3.09895 -4.28492
17 N -0.64205 -1.37749 -1.71703
18 C 0.27940 -1.90307 -2.57382
19 C 1.66820 -1.57559 -2.26133
20 N 1.83681 -0.78802 -1.16307
21 C 3.06645 -0.40337 -0.73178
22 C 4.05616 -1.61975 -2.56720
23 C 4.19000 -0.81148 -1.43660
24 H 3.09912 0.21796 0.16392
25 H 5.15906 -0.48373 -1.07329
26 C 2.78850 -2.00518 -2.97734
27 H 2.59906 -2.63699 -3.83804
28 H 4.93201 -1.94433 -3.11817
29 Tc 0.12365 -0.36854 -0.09700
30 C 0.28148 -1.83623 1.27992
31 H 1.32546 -2.00710 1.59023
32 H -0.05944 -2.79613 0.85699
33 H -0.29783 -1.68152 2.20494
34 B -1.91818 3.54973 3.27835
35 C -0.95467 3.10479 2.30792
36 N -0.09914 2.69762 1.51154
37 H -1.91319 4.75817 3.15079
38 H -1.47969 3.14156 4.33981
39 H -2.95157 3.00702 2.92852

As for the multiplicity: 4. The HOMO energy (alpha / beta) comes out at -15.0 / -14.8 eV. As for the total charge: +2.

# 3
Computed, not measured: C42H58CrN6OP2Se as an isolated structure, with ωB97M-V with the def2-TZVPD basis set.

Atoms and positions in Å:
1 Cr 0.94633 -0.04705 -1.29196
2 C 3.85587 3.39236 1.65672
3 C 3.17267 2.13416 1.11545
4 C 4.24143 1.08937 0.78322
5 P 1.94671 2.25653 -0.30649
6 C 2.41994 3.78040 -1.26927
7 C 2.27949 5.15332 -0.61565
8 C 3.80351 3.59066 -1.89775
9 C 0.38213 2.69524 0.53153
10 C 0.35175 3.56031 1.62800
11 C -0.77694 3.74890 2.40601
12 C -1.92673 3.03630 2.06701
13 C -1.93908 2.18741 0.98421
14 C -0.79349 1.97737 0.17074
15 N -0.76088 1.02038 -0.80494
16 C -1.91062 0.68515 -1.51064
17 C -2.92865 1.61311 -1.79716
18 C -4.02274 1.27165 -2.57164
19 C -4.15294 -0.01411 -3.08175
20 C -3.14830 -0.93593 -2.82156
21 C -2.02165 -0.60821 -2.07821
22 P -0.62416 -1.70729 -1.66329
23 C -1.48075 -2.73027 -0.33435
24 C -2.63202 -3.63948 -0.76854
25 C -1.98479 -1.80834 0.77978
26 C -0.26890 -3.07348 -2.89128
27 C 1.24557 -3.27059 -2.98881
28 C -0.86535 -2.96958 -4.28706
29 H 4.44905 3.11352 2.53210
30 H 3.16738 4.17498 1.96722
31 H 4.54524 3.81890 0.92866
32 H 2.55956 1.73071 1.92717
33 H 4.82192 1.37315 -0.09776
34 H 3.80578 0.11830 0.57099
35 H 4.93783 0.98750 1.62033
36 H 1.68810 3.75387 -2.07445
37 H 3.02292 5.33144 0.15974
38 H 1.28815 5.29344 -0.18505
39 H 2.41831 5.92334 -1.38054
40 H 4.59663 3.69213 -1.15633
41 H 3.97509 4.34636 -2.66814
42 H 3.91183 2.60736 -2.35855
43 H 1.25363 4.09502 1.89357
44 H -0.76184 4.42267 3.25241
45 H -2.82263 3.13428 2.67045
46 H -2.83123 1.61390 0.77137
47 H -2.83251 2.62705 -1.43079
48 H -4.77592 2.02149 -2.78513
49 H -5.00808 -0.29014 -3.68547
50 H -3.24177 -1.93238 -3.23134
51 H -0.67697 -3.35978 0.07304
52 H -3.47597 -3.04083 -1.11632
53 H -2.98515 -4.23501 0.08063
54 H -2.36443 -4.33810 -1.56215
55 H -2.96096 -1.39575 0.50603
56 H -1.32139 -0.96297 0.95686
57 H -2.09869 -2.35113 1.71975
58 H -0.67118 -3.97180 -2.41779
59 H 1.72428 -2.38774 -3.40871
60 H 1.45987 -4.13478 -3.62461
61 H 1.70074 -3.44732 -2.01313
62 H -0.54194 -2.04864 -4.76214
63 H -1.95410 -2.99886 -4.29456
64 H -0.50895 -3.80778 -4.89361
65 C -4.65852 -3.40653 3.24079
66 C -3.50323 -2.78401 3.97665
67 C -3.33042 -1.40390 4.00858
68 C -2.26535 -0.83088 4.68508
69 C -1.32848 -1.63908 5.32050
70 N -0.25883 -1.07073 6.08897
71 C 0.32237 0.15148 5.78287
72 O 0.58897 0.96317 6.64898
73 N 0.59888 0.40260 4.45869
74 C 0.91832 -0.49310 3.41596
75 C 1.46260 -1.75676 3.59735
76 C 1.80719 -2.48076 2.46804
77 C 1.64862 -1.91529 1.21291
78 N 1.13690 -0.69509 1.03492
79 C 0.74775 -0.02986 2.11890
80 C -1.47037 -3.01710 5.26661
81 C -2.55651 -3.57876 4.61302
82 H -5.34608 -2.64597 2.87344
83 H -5.21432 -4.09322 3.88142
84 H -4.30331 -3.97110 2.37646
85 H -4.04463 -0.76709 3.50013
86 H -2.15701 0.24492 4.72264
87 H -0.36482 -1.14933 7.09106
88 H 0.80534 1.37517 4.28585
89 H 1.61122 -2.15479 4.59130
90 H 2.22780 -3.47321 2.55363
91 H 1.95186 -2.43621 0.31547
92 H 0.27787 0.93519 1.97010
93 H -0.73149 -3.64390 5.75023
94 H -2.66321 -4.65717 4.58604
95 C 1.68855 0.02158 -5.13394
96 C 0.68121 0.68513 -4.18534
97 C 1.14929 2.09881 -3.87494
98 C -0.68888 0.79970 -4.87351
99 N 0.58924 -0.14104 -2.99912
100 H 1.81547 0.61228 -6.04688
101 H 1.34821 -0.97773 -5.41021
102 H 2.65667 -0.07816 -4.63883
103 H 1.21378 2.71197 -4.78068
104 H 2.13184 2.05450 -3.41164
105 H 0.44508 2.56549 -3.18176
106 H -0.59599 1.39519 -5.78788
107 H -1.41159 1.28845 -4.21639
108 H -1.09389 -0.17355 -5.14153
109 Se 5.53096 -2.20752 -1.58340
110 C 3.89568 -1.47909 -1.45692
111 N 2.83523 -1.01934 -1.33969

As for the multiplicity: 2. The HOMO energy (alpha / beta) comes out at -3.8 / -3.4 eV. As for the total charge: -1.

# 4
Computed, not measured: a 2-piece molecular cluster, C3H6N4 overall, with ωB97M-V with the def2-TZVPD basis set.

Atoms and positions in Å:
1 C -0.97034 -0.10238 0.32721
2 C -2.13927 -0.98587 0.17725
3 C -0.80567 1.24048 -0.41554
4 N 2.70237 1.07559 0.16170
5 N 2.79800 -0.02999 0.01679
6 N 2.88838 -1.16400 -0.27885
7 N -1.04614 -1.46760 -0.29875
8 H -0.61939 0.06059 1.38181
9 H -3.12824 -1.20066 0.39247
10 H 0.22781 1.33931 -0.66506
11 H -1.13290 1.93499 0.31166
12 H -1.15648 1.14040 -1.39740
13 H 2.38189 -1.84087 0.28670

The HOMO energy comes out at -9.9 eV. As for the total charge: 0.

# 5
Computed, not measured: one molecule with the formula C3H5N3S2, with ωB97M-V with the def2-TZVPD basis set.

Atoms and positions in Å:
1 C -1.06651 -0.08142 1.80080
2 C 1.07327 -1.41022 -1.34530
3 C 0.81258 0.63977 -1.06874
4 H -0.05686 0.35108 1.97037
5 H -0.83052 -1.14071 1.66291
6 H -1.77006 0.29432 2.58322
7 H 1.61421 -2.25865 -1.52438
8 H -0.34905 2.43257 -0.48215
9 N -0.24188 -0.05468 -0.56110
10 N -0.10296 -1.42301 -0.73223
11 N 1.66663 -0.23192 -1.54215
12 S -1.64777 0.49275 0.14760
13 S 0.89894 2.39012 -0.90885

The HOMO energy comes out at -9.3 eV. As for the total charge: 0. The structure (SMILES) is CSn1ncnc1S.

# 6
Computed, not measured: one molecule with the formula C21H27N3O4, with ωB97M-V with the def2-TZVPD basis set.

Atoms and positions in Å:
1 C -4.97123 -4.42271 0.24773
2 H -4.60117 -4.42382 1.27767
3 O -4.11311 -3.70475 -0.60809
4 C -3.91253 -2.38578 -0.37940
5 C -3.06582 -1.73012 -1.27781
6 C -2.79342 -0.39432 -1.11443
7 C -3.35251 0.34891 -0.06868
8 C -4.22638 -0.30077 0.81933
9 C -4.48081 -1.65642 0.65776
10 H -5.14425 -2.13664 1.36039
11 C -4.88602 0.42028 1.95023
12 H -5.34540 -0.28253 2.64121
13 H -5.65431 1.08750 1.56317
14 H -4.17451 1.04032 2.49079
15 C -3.03771 1.78521 0.09975
16 O -3.80847 2.57866 0.59359
17 C -1.63922 2.22014 -0.32923
18 H -1.48552 1.96448 -1.38165
19 C -1.43788 3.72544 -0.15603
20 C -0.00870 4.10370 -0.53465
21 H 0.16229 5.16463 -0.35064
22 C 0.99170 3.27974 0.27534
23 N 0.73640 1.86280 0.09604
24 C 1.62458 1.10152 -0.58263
25 O 2.68185 1.55577 -0.98143
26 C 1.25192 -0.36048 -0.79958
27 H 0.35406 -0.42981 -1.41619
28 H 1.06579 -0.83300 0.16472
29 C 2.41267 -1.08173 -1.48436
30 C 3.63773 -1.06251 -0.62027
31 N 3.49933 -1.25609 0.62864
32 N 4.60251 -1.21160 1.42887
33 C 5.90201 -1.27093 1.03748
34 O 6.80732 -1.23573 1.84229
35 C 6.08255 -1.45769 -0.45677
36 H 7.06845 -1.09188 -0.74285
37 C 4.97081 -0.76846 -1.24435
38 H 4.99047 -1.07969 -2.28962
39 H 5.09656 0.31925 -1.21758
40 H 6.05964 -2.53741 -0.64118
41 H 4.39499 -1.19125 2.41908
42 H 2.12710 -2.11684 -1.68942
43 H 2.64414 -0.59000 -2.42983
44 C -0.58661 1.47441 0.51350
45 H -0.72312 0.39802 0.43384
46 H -0.71386 1.76079 1.56510
47 H 2.01390 3.47493 -0.05108
48 H 0.90107 3.51976 1.34035
49 H 0.15392 3.91331 -1.59774
50 H -2.15459 4.26658 -0.77539
51 H -1.63462 3.99399 0.88385
52 H -2.15946 0.08958 -1.84088
53 H -2.64195 -2.29433 -2.09286
54 H -5.98858 -4.02039 0.22484
55 H -4.97897 -5.44272 -0.13261

The HOMO energy comes out at -8.8 eV. As for the total charge: 0. The structure (SMILES) is COc1ccc(C(=O)[C@H]2CCCN(C(=O)CCC3=NNC(=O)CC3)C2)c(C)c1.

# 7
Computed, not measured: C7H17N3O3Sn as an isolated structure, with ωB97M-V with the def2-TZVPD basis set.

Atoms and positions in Å:
1 Sn -6.68105 -7.70860 -0.92088
2 C -11.08476 -6.26059 -6.84299
3 C -9.85246 -6.08087 -6.03773
4 O -9.75992 -6.66957 -4.95600
5 N -8.90076 -5.28698 -6.49581
6 C -8.96405 -4.22214 -7.41338
7 H -10.84825 -6.08656 -7.89269
8 H -11.80593 -5.48563 -6.58325
9 H -11.62173 -7.20518 -6.75627
10 H -8.12221 -5.24054 -5.85408
11 H -9.90653 -3.67734 -7.46821
12 H -8.79313 -4.62907 -8.41001
13 H -8.27282 -3.44196 -7.09457
14 O -4.19146 -12.25519 -1.09870
15 C -3.37683 -13.07663 -0.78064
16 N -3.46637 -13.69650 0.42018
17 C -2.31344 -13.59678 -1.72865
18 H -2.63255 -14.09763 0.82507
19 H -4.23885 -13.37773 0.98742
20 H -1.53577 -12.83364 -1.75953
21 H -2.73909 -13.95206 -2.66710
22 H -1.84041 -14.43875 -1.22325
23 O -5.89369 -3.26534 1.64365
24 C -5.48030 -2.16252 1.90284
25 N -4.67274 -1.51424 1.07551
26 C -5.78776 -1.45313 3.23067
27 H -4.55830 -1.96110 0.17700
28 H -4.53356 -0.51642 1.14690
29 H -6.16237 -2.16271 3.96842
30 H -6.49607 -0.62541 3.26640
31 H -4.81347 -1.04118 3.49363

The HOMO energy comes out at -14.3 eV. As for the total charge: +2.

# 8
Computed, not measured: C48H62Cl3N8O4S2Sc as an isolated structure, with ωB97M-V with the def2-TZVPD basis set.

Atoms and positions in Å:
1 Sc 0.50233 1.32346 -0.17591
2 O 4.09754 -0.42471 -0.45017
3 C 2.94607 -0.21027 -0.17919
4 O 2.42335 0.94854 0.14965
5 C 1.91367 -1.32667 -0.21358
6 C 2.32690 -2.66351 -0.30629
7 C 1.37400 -3.63659 -0.25853
8 C 0.01083 -3.27820 -0.13437
9 C -1.01944 -4.24494 -0.03721
10 C -2.32123 -3.85979 0.09838
11 C -2.65274 -2.48686 0.12751
12 C -1.68103 -1.53338 0.02346
13 C -0.32462 -1.90931 -0.09572
14 N 0.65007 -0.94683 -0.14370
15 H 3.38507 -2.87047 -0.38131
16 H 1.64533 -4.68444 -0.29920
17 H -0.75143 -5.29399 -0.06436
18 H -3.10426 -4.60147 0.17924
19 H -3.69108 -2.19414 0.21618
20 H -1.93884 -0.48136 -0.00128
21 Cl 1.39154 3.93165 0.74838
22 C 0.80088 5.42870 -0.04086
23 Cl -0.73580 5.20752 -0.86797
24 H 1.54847 5.71986 -0.76831
25 H 0.67903 6.16295 0.74582
26 N 1.22289 2.06606 -2.04046
27 S 0.60785 2.83554 -3.30814
28 C 1.19520 2.01609 -4.77939
29 C 0.25227 1.59475 -5.70258
30 C 0.68616 0.95263 -6.85531
31 C 2.03950 0.72855 -7.05875
32 C 2.97444 1.15606 -6.12089
33 C 2.55511 1.81362 -4.97799
34 C 1.51518 4.36956 -3.47045
35 C 2.72566 4.56973 -2.82531
36 C 3.40231 5.76740 -3.02442
37 C 2.86408 6.74300 -3.85172
38 C 1.64581 6.53049 -4.48574
39 C 0.96417 5.33894 -4.29779
40 H 2.23032 1.94023 -2.11127
41 H -0.80210 1.75360 -5.51519
42 H -0.03465 0.63475 -7.59695
43 H 2.37376 0.23062 -7.95934
44 H 4.02984 0.99025 -6.28947
45 H 3.28562 2.17058 -4.26104
46 H 3.14055 3.81899 -2.16374
47 H 4.35212 5.93295 -2.53354
48 H 3.39569 7.67236 -4.00480
49 H 1.22661 7.29383 -5.12688
50 H 0.01464 5.16666 -4.79101
51 C -2.24374 -1.95910 7.34666
52 C -0.73303 -1.74287 7.20282
53 C -0.32947 -0.50100 8.01386
54 C -0.00708 -2.94395 7.82479
55 C -0.30633 -1.57006 5.69731
56 O 1.07532 -1.26531 5.62087
57 C -0.63064 -2.83166 4.87820
58 C -0.21518 -2.89332 3.39769
59 C 1.25892 -3.07603 3.11499
60 C 1.78175 -4.36072 2.99405
61 C 3.12489 -4.57507 2.71564
62 C 3.96226 -3.48446 2.55100
63 Cl 5.63050 -3.73245 2.15930
64 C 3.47289 -2.19298 2.67468
65 C 2.12790 -1.99988 2.95018
66 C -1.03584 -0.32152 5.13456
67 N -0.35354 0.37922 4.04714
68 C -0.66942 0.42128 2.75897
69 N 0.20893 1.17027 2.10249
70 C 1.06063 1.58098 3.09264
71 N 0.73207 1.14596 4.27834
72 H -2.50234 -1.98490 8.40595
73 H -2.57328 -2.90326 6.91173
74 H -2.82542 -1.14899 6.90004
75 H -0.38597 -0.73547 9.07685
76 H -0.99593 0.34825 7.85368
77 H 0.68999 -0.19109 7.78797
78 H -0.26588 -3.00386 8.88195
79 H 1.07887 -2.83725 7.77482
80 H -0.28998 -3.89567 7.37691
81 H 1.58155 -2.05624 5.83803
82 H -1.70882 -2.99991 4.92874
83 H -0.16902 -3.68704 5.37481
84 H -0.58522 -2.03190 2.84341
85 H -0.73873 -3.75322 2.97170
86 H 1.12687 -5.21695 3.11704
87 H 3.52088 -5.57762 2.62636
88 H 4.14151 -1.35128 2.54731
89 H 1.76213 -0.98822 3.06234
90 H -1.16419 0.41999 5.91641
91 H -2.01941 -0.60143 4.75926
92 H -1.51380 -0.09333 2.32980
93 H 1.92524 2.20076 2.92344
94 C -3.53676 -0.92132 -4.85932
95 N -2.19145 -1.41584 -5.10573
96 C -1.92864 -1.76870 -6.49934
97 C -1.19242 -1.17982 -4.22471
98 S -1.37371 -0.02684 -2.99252
99 N -0.05841 -1.89335 -4.39099
100 C 1.16516 -1.53467 -3.69581
101 C -0.07331 -3.27026 -4.87962
102 H -4.22773 -1.50713 -5.46392
103 H -3.63301 0.13402 -5.12931
104 H -3.79184 -1.03640 -3.81015
105 H -2.43513 -1.04498 -7.14079
106 H -2.30202 -2.76315 -6.74756
107 H -0.86356 -1.72351 -6.70578
108 H 1.20790 -0.46253 -3.53541
109 H 2.01315 -1.84403 -4.30774
110 H 1.22668 -2.04393 -2.73048
111 H -1.09359 -3.62923 -4.97642
112 H 0.44237 -3.89733 -4.15003
113 H 0.43845 -3.36993 -5.83809
114 C -4.49450 3.66012 0.68878
115 N -3.11077 3.17381 0.65906
116 C -2.29472 3.56714 1.80395
117 C -2.62229 2.47490 -0.34653
118 C -3.44750 2.22384 -1.56712
119 O -1.44049 2.01503 -0.31856
120 H -4.76600 3.83192 1.72695
121 H -5.17914 2.92453 0.27871
122 H -4.58820 4.59986 0.14393
123 H -2.44455 4.63059 1.98629
124 H -1.24716 3.37915 1.60534
125 H -2.60357 3.01239 2.69138
126 H -4.26174 2.92846 -1.69766
127 H -3.84618 1.20762 -1.52507
128 H -2.78378 2.24791 -2.42894

The HOMO energy comes out at -12.5 eV. As for the total charge: +2.